1.
This record from OMol25 describes C24H17Cl5NPRhS2 as an isolated structure. The level of theory is the ωB97M-V functional and the def2-TZVPD basis.

ORCA input file:
```
! RIJCOSX wB97M-V def2-TZVPD def2/J DEFGRID3
* xyz 1 5
Rh 0.20 -1.36 0.16
Cl 1.64 -3.73 0.03
C 1.78 -3.11 1.68
C 1.09 -1.95 1.95
C 1.16 -1.40 3.21
Cl 0.29 0.07 3.52
C 1.92 -2.01 4.19
Cl 2.02 -1.33 5.76
C 2.61 -3.20 3.90
Cl 3.54 -3.96 5.11
C 2.54 -3.77 2.63
Cl 3.37 -5.22 2.24
C -5.45 -3.87 -1.77
C -4.10 -3.41 -1.30
C -3.91 -2.91 -0.02
C -2.66 -2.46 0.37
N -1.60 -2.50 -0.45
C -1.78 -2.98 -1.69
C -2.99 -3.44 -2.14
H -6.14 -4.02 -0.94
H -5.36 -4.81 -2.32
H -5.89 -3.14 -2.45
H -4.73 -2.88 0.69
H -2.50 -2.06 1.36
H -0.90 -3.00 -2.33
H -3.07 -3.82 -3.15
S -1.17 0.62 -0.40
P 0.66 1.43 -0.80
S 1.80 -0.19 -1.25
C 0.60 2.59 -2.15
C 1.78 2.90 -2.83
C 1.75 3.86 -3.83
C 0.56 4.51 -4.15
C -0.61 4.20 -3.48
C -0.59 3.23 -2.48
C 1.34 2.27 0.62
C 2.59 1.93 1.12
C 3.11 2.62 2.21
C 2.36 3.63 2.80
C 1.11 3.97 2.30
C 0.59 3.29 1.21
H 2.71 2.40 -2.59
H 2.66 4.10 -4.37
H 0.55 5.25 -4.93
H -1.53 4.70 -3.73
H -1.51 2.98 -1.96
H 3.17 1.14 0.66
H 4.08 2.36 2.60
H 2.77 4.17 3.65
H 0.53 4.75 2.77
H -0.39 3.55 0.83
*
```

HOMO-LUMO gap (alpha / beta): 0.3269 / 0.2225 Ha
relative energy (zero: lowest compared OMol25 entry of this formula, charge and spin): 0.0 kcal/mol
calculated total energy: -123227.478 eV
HOMO level (alpha / beta): -11.4 / -11.7 eV

Charge distribution, Mulliken scheme, values in e:
1. Rh -0.383
2. Cl -0.161
3. C 1.423
4. C -1.402
5. C 1.175
6. Cl -0.148
7. C 0.084
8. Cl -0.162
9. C 0.584
10. Cl -0.146
11. C -0.350
12. Cl -0.167
13. C -1.431
14. C 1.132
15. C -0.821
16. C -0.323
17. N -0.101
18. C -0.329
19. C -0.695
20. H 0.359
21. H 0.380
22. H 0.310
23. H 0.370
24. H 0.447
25. H 0.457
26. H 0.415
27. S -0.408
28. P 0.864
29. S -0.361
30. C 0.828
31. C -0.451
32. C -0.688
33. C -0.426
34. C -0.683
35. C -0.272
36. C 0.863
37. C -0.201
38. C -0.740
39. C -0.443
40. C -0.701
41. C -0.535
42. H 0.325
43. H 0.397
44. H 0.390
45. H 0.401
46. H 0.320
47. H 0.386
48. H 0.427
49. H 0.415
50. H 0.411
51. H 0.366


2.
This record from OMol25 describes C24H18Br2N5O2S2Sm as an isolated structure. The level of theory is the ωB97M-V functional and the def2-TZVPD basis.

ORCA input file:
```
! RIJCOSX wB97M-V def2-TZVPD def2/J DEFGRID3
* xyz 2 6
Sm 2.63 -10.89 -10.13
Br -0.63 -13.87 -15.56
C 0.65 -13.21 -14.34
C 1.33 -13.96 -13.42
C 2.09 -13.33 -12.45
N 2.19 -12.00 -12.34
C 1.67 -11.25 -13.39
C 0.92 -11.83 -14.40
C 1.84 -9.84 -13.32
C 1.65 -9.05 -14.45
C 2.01 -7.72 -14.46
Br 2.11 -6.70 -16.06
C 2.37 -7.13 -13.28
C 2.49 -7.93 -12.15
N 2.25 -9.27 -12.15
H 1.28 -15.03 -13.41
H 2.77 -13.94 -11.82
H 0.40 -11.23 -15.15
H 1.43 -9.57 -15.41
H 2.59 -6.04 -13.17
H 2.78 -7.43 -11.23
O 3.86 -14.34 -7.98
C 3.22 -13.48 -8.60
O 3.70 -12.73 -9.59
C 1.81 -13.25 -8.27
C 1.23 -13.95 -7.24
C -0.16 -13.83 -7.10
C -0.90 -13.01 -7.93
C -0.22 -12.32 -8.92
N 1.11 -12.34 -8.99
H 1.80 -14.60 -6.57
H -0.63 -14.38 -6.27
H -1.99 -13.03 -7.95
H -0.77 -11.73 -9.65
C 6.41 -11.76 -10.34
C 6.05 -10.52 -9.63
N 4.79 -10.12 -9.35
C 4.74 -9.02 -8.49
C 5.99 -8.51 -8.17
S 7.26 -9.43 -8.91
C 3.48 -8.56 -7.96
C 3.33 -7.62 -6.99
S 1.67 -7.20 -6.69
C 1.25 -8.41 -7.92
N 2.28 -9.07 -8.47
C -0.18 -8.67 -8.32
H 6.46 -12.63 -9.69
H 7.43 -11.59 -10.78
H 5.70 -11.95 -11.15
H 6.27 -7.68 -7.49
H 4.21 -7.18 -6.43
H -0.71 -7.72 -8.31
H -0.65 -9.36 -7.62
H -0.18 -9.13 -9.30
*
```

HOMO-LUMO gap (alpha / beta): 0.2803 / 0.2816 Ha
calculated total energy: -216375.521 eV
HOMO level (alpha / beta): -14.0 / -14.0 eV

Charge distribution, Mulliken scheme, values in e:
1. Sm 1.260
2. Br -0.072
3. C -0.296
4. C -0.651
5. C -0.145
6. N 0.013
7. C 0.215
8. C -0.623
9. C 1.073
10. C -0.552
11. C -0.274
12. Br -0.073
13. C -0.709
14. C -0.234
15. N 0.004
16. H 0.498
17. H 0.488
18. H 0.418
19. H 0.345
20. H 0.404
21. H 0.477
22. O -0.649
23. C 0.273
24. O -0.428
25. C 0.671
26. C -0.777
27. C -0.211
28. C -1.054
29. C -0.158
30. N 0.187
31. H 0.527
32. H 0.427
33. H 0.457
34. H 0.634
35. C -0.907
36. C 0.401
37. N 0.095
38. C 0.081
39. C -0.538
40. S -0.065
41. C 0.246
42. C -0.652
43. S -0.075
44. C 0.447
45. N 0.149
46. C -1.114
47. H 0.254
48. H 0.453
49. H 0.177
50. H 0.332
51. H 0.318
52. H 0.478
53. H 0.294
54. H 0.162


3.
This record from OMol25 describes C24H18Br3F3O11 as an isolated structure. The level of theory is the ωB97M-V functional and the def2-TZVPD basis.

ORCA input file:
```
! RIJCOSX wB97M-V def2-TZVPD def2/J DEFGRID3
* xyz 0 1
C -0.78 -3.20 -1.03
C -0.30 -3.58 0.29
O 1.05 -4.08 0.00
C 0.89 -4.72 -1.14
O 1.70 -5.54 -1.59
O -0.14 -4.19 -1.81
F -1.03 -4.42 1.03
H -0.26 -2.26 -1.21
H -1.86 -3.15 -1.16
H -0.13 -2.72 0.95
C -1.73 0.87 2.88
C -1.74 -0.63 2.70
O -0.34 -0.89 2.65
C 0.35 0.19 3.14
O 1.54 0.23 3.18
O -0.48 1.10 3.45
F -2.33 -0.98 1.59
H -2.52 1.21 3.55
H -1.87 1.35 1.91
H -2.24 -1.20 3.48
C 4.88 1.86 3.58
C 5.93 0.99 2.88
O 5.76 1.29 1.50
C 4.87 2.23 1.33
O 4.45 2.61 0.26
O 4.41 2.75 2.61
F 5.59 -0.28 3.05
H 5.06 2.24 4.58
H 4.08 1.18 3.86
H 6.97 1.00 3.21
C -3.63 0.04 -1.23
C -3.39 1.28 -0.69
C -2.28 2.06 -1.07
C -1.32 1.55 -1.93
C -1.53 0.24 -2.48
C -2.71 -0.42 -2.16
C -0.54 -0.42 -3.40
O -0.60 -1.61 -3.78
C 0.54 0.51 -3.77
C 1.40 0.07 -4.84
C 2.59 0.71 -5.11
C 2.94 1.92 -4.48
C 2.07 2.43 -3.45
C 0.87 1.76 -3.15
C -0.05 2.35 -2.12
O 0.18 3.40 -1.51
H -4.53 -0.53 -1.03
H -4.09 1.67 0.04
H -2.07 3.04 -0.68
H -2.99 -1.31 -2.71
H 1.14 -0.83 -5.37
H 3.19 0.29 -5.91
H 3.82 2.44 -4.80
H 2.38 3.33 -2.94
C -6.27 -0.72 3.89
Br -8.24 -0.64 4.05
Br -5.37 1.10 3.69
Br -5.38 -1.77 2.35
H -5.91 -1.18 4.81
*
```

HOMO-LUMO gap: 0.3008 Ha
relative energy (zero: lowest compared OMol25 entry of this formula, charge and spin): 30.7 kcal/mol
calculated total energy: -265980.645 eV
HOMO level: -9.7 eV

Charge distribution, Mulliken scheme, values in e:
1. C 0.025
2. C 0.659
3. O -0.350
4. C 0.574
5. O -0.599
6. O -0.342
7. F -0.310
8. H -0.030
9. H 0.389
10. H -0.043
11. C 0.251
12. C 0.291
13. O -0.246
14. C 0.552
15. O -0.560
16. O -0.377
17. F -0.087
18. H -0.003
19. H 0.027
20. H 0.182
21. C -0.183
22. C 0.325
23. O -0.279
24. C 0.624
25. O -0.526
26. O -0.330
27. F -0.266
28. H 0.318
29. H 0.118
30. H 0.217
31. C -0.889
32. C -0.488
33. C -0.859
34. C 0.407
35. C 0.279
36. C -0.404
37. C 0.531
38. O -0.696
39. C 0.295
40. C -0.681
41. C -0.398
42. C -0.587
43. C -0.609
44. C 0.426
45. C 0.575
46. O -0.670
47. H 0.555
48. H 0.439
49. H 0.537
50. H 0.544
51. H 0.444
52. H 0.377
53. H 0.408
54. H 0.474
55. C -0.341
56. Br -0.012
57. Br -0.051
58. Br -0.033
59. H 0.402


4.
This record from OMol25 describes C24H18ClN5O2 in the gas phase. The level of theory is the ωB97M-V functional and the def2-TZVPD basis.

ORCA input file:
```
! RIJCOSX wB97M-V def2-TZVPD def2/J DEFGRID3
* xyz 0 1
C 0.39 0.86 -1.43
C 1.72 0.64 -0.80
N 2.17 -0.57 -0.84
N 3.35 -0.80 -0.25
C 4.02 -1.98 -0.10
C 3.48 -3.32 -0.48
O 2.50 -3.76 0.45
C 1.29 -3.11 0.35
C 0.92 -2.18 1.31
C -0.30 -1.52 1.22
C -1.17 -1.82 0.18
N -2.41 -1.18 0.05
C -2.73 0.07 0.45
O -1.94 0.86 0.92
C -4.16 0.46 0.19
C -4.37 1.76 -0.26
C -5.64 2.23 -0.52
C -6.73 1.41 -0.31
C -6.55 0.12 0.16
C -5.27 -0.35 0.41
Cl -5.10 -1.95 1.06
C -0.82 -2.78 -0.76
C 0.41 -3.42 -0.68
N 5.16 -1.75 0.51
N 5.26 -0.45 0.77
C 4.17 0.14 0.33
C 3.71 1.48 0.38
C 4.45 2.51 0.97
C 3.92 3.78 1.03
C 2.65 4.04 0.51
C 1.92 3.03 -0.08
C 2.43 1.73 -0.17
H -0.34 1.12 -0.66
H 0.43 1.67 -2.16
H 0.08 -0.06 -1.92
H 4.29 -4.05 -0.44
H 3.06 -3.27 -1.50
H 1.60 -1.96 2.12
H -0.57 -0.78 1.95
H -3.11 -1.70 -0.47
H -3.51 2.40 -0.40
H -5.79 3.24 -0.88
H -7.73 1.76 -0.51
H -7.39 -0.52 0.35
H -1.50 -3.03 -1.56
H 0.68 -4.16 -1.42
H 5.42 2.28 1.38
H 4.48 4.58 1.48
H 2.24 5.03 0.57
H 0.93 3.24 -0.47
*
```

HOMO-LUMO gap: 0.3152 Ha
calculated total energy: -49248.193 eV
SMILES string: Cc1nn2c(COc3ccc(NC(=O)c4ccccc4Cl)cc3)nnc2c2ccccc12
HOMO level: -8.4 eV

Charge distribution, Mulliken scheme, values in e:
1. C -1.450
2. C 0.827
3. N -1.040
4. N 0.741
5. C 0.800
6. C -0.697
7. O -0.514
8. C 0.334
9. C -0.378
10. C -0.167
11. C -0.076
12. N 0.030
13. C 0.639
14. O -0.625
15. C -0.165
16. C -0.570
17. C -0.685
18. C -0.387
19. C -0.646
20. C 0.614
21. Cl -0.199
22. C -0.547
23. C -0.613
24. N -0.755
25. N -0.575
26. C 0.454
27. C 0.314
28. C -0.776
29. C -0.441
30. C -0.728
31. C -0.576
32. C 0.707
33. H 0.101
34. H 0.552
35. H 0.401
36. H 0.359
37. H 0.314
38. H 0.423
39. H 0.469
40. H 0.338
41. H 0.426
42. H 0.393
43. H 0.373
44. H 0.437
45. H 0.399
46. H 0.449
47. H 0.505
48. H 0.408
49. H 0.403
50. H 0.397


5.
This record from OMol25 describes C24H18F2N5O2STc as an isolated structure. The level of theory is the ωB97M-V functional and the def2-TZVPD basis.

ORCA input file:
```
! RIJCOSX wB97M-V def2-TZVPD def2/J DEFGRID3
* xyz 1 2
Tc 0.10 -0.11 -0.57
N -2.29 3.61 -0.64
C -1.51 2.56 -0.43
S -1.41 1.36 -1.71
N -0.89 2.40 0.70
N -0.12 1.34 0.86
C 0.41 1.12 2.05
C 0.14 1.99 3.20
C 1.16 2.50 4.00
C 0.87 3.32 5.07
C -0.45 3.64 5.36
C -1.47 3.12 4.59
C -1.19 2.32 3.50
C 1.20 -0.09 2.17
C 1.72 -0.54 3.39
C 2.44 -1.72 3.43
C 2.61 -2.44 2.26
C 2.01 -1.97 1.09
N 1.33 -0.83 1.05
H -2.73 3.75 -1.53
H -2.38 4.31 0.08
H 2.19 2.28 3.76
H 1.66 3.73 5.67
H -0.68 4.28 6.20
H -2.50 3.35 4.82
H -1.98 1.91 2.90
H 1.53 0.02 4.29
H 2.86 -2.07 4.36
H 3.16 -3.36 2.24
H 2.08 -2.54 0.18
O -1.57 -3.50 0.66
C -1.31 -2.52 0.00
O -1.25 -1.31 0.37
C -1.06 -2.64 -1.51
C -1.62 -3.73 -2.19
C -1.63 -3.71 -3.56
C -1.05 -2.61 -4.22
C -1.07 -2.50 -5.63
C -0.46 -1.45 -6.26
C 0.16 -0.45 -5.50
C 0.16 -0.50 -4.13
C -0.43 -1.58 -3.45
N -0.43 -1.63 -2.09
H -2.04 -4.52 -1.59
H -2.08 -4.51 -4.13
H -1.58 -3.27 -6.19
H -0.46 -1.39 -7.33
H 0.62 0.38 -6.00
H 0.59 0.31 -3.56
F 2.70 1.05 -0.39
C 1.86 0.73 -1.44
F 1.63 1.94 -2.05
H 2.49 0.16 -2.15
*
```

HOMO-LUMO gap (alpha / beta): 0.2115 / 0.2425 Ha
relative energy (zero: lowest compared OMol25 entry of this formula, charge and spin): 22.2 kcal/mol
calculated total energy: -55189.248 eV
HOMO level (alpha / beta): -11.4 / -11.6 eV

Charge distribution, Mulliken scheme, values in e:
1. Tc 0.358
2. N -0.403
3. C 0.823
4. S -0.296
5. N -1.649
6. N 1.389
7. C 0.528
8. C -0.223
9. C -0.330
10. C -0.781
11. C -0.432
12. C -0.799
13. C -0.224
14. C 0.864
15. C -0.817
16. C -0.638
17. C -0.954
18. C -0.360
19. N 0.470
20. H 0.212
21. H 0.234
22. H 0.600
23. H 0.404
24. H 0.427
25. H 0.411
26. H 0.482
27. H 0.616
28. H 0.474
29. H 0.427
30. H 0.543
31. O -0.608
32. C 0.286
33. O -0.619
34. C 0.745
35. C -0.988
36. C -0.546
37. C 0.962
38. C -0.870
39. C -0.592
40. C -0.933
41. C -0.297
42. C 0.314
43. N 0.128
44. H 0.554
45. H 0.465
46. H 0.408
47. H 0.411
48. H 0.460
49. H 0.369
50. F -0.286
51. C 0.245
52. F -0.271
53. H 0.308